Molecular formula: C2H8NO
Method: DFT, ωB97M-V/def2-TZVPD

Last column: Löwdin spin population.
CARTESIAN COORDINATES (ANGSTROEM)
O (-0.087, 0.227, 0.301)  0.66
N (2.133, 0.299, 1.273)  0.01
C (-1.512, -0.732, -1.494)  0.09
C (-1.145, 0.173, -0.340)  0.14
H (1.305, -0.108, 0.716)  0.00
H (-0.775, -1.579, -1.651)  0.00
H (-1.500, -0.221, -2.413)  0.00
H (-2.443, -1.252, -1.298)  0.00
H (1.822, 1.257, 1.413)  0.00
H (2.990, 0.555, 0.793)  0.00
H (2.222, -0.175, 2.183)  0.00
H (-1.911, 0.966, -0.063)  0.09

Results
* 2S+1: 2
* energy above the lowest of the compared OMol25 structures with the same formula, charge and spin: 36.3 kcal per mole
* electronic energy: -5718.999 eV
* net charge: +2
* orbital gap (spin up / spin down): 0.4502 / 0.3015 Ha

***

Molecular formula: C28H38O20S5
Method: DFT, ωB97M-V/def2-TZVPD

Last column: Mulliken charge in e.
CARTESIAN COORDINATES (ANGSTROEM)
S (0.441, -1.352, 5.642)  1.07
S (4.506, -3.218, 1.312)  1.13
S (-0.432, -4.129, 0.621)  1.11
S (-2.914, 4.556, -1.184)  1.08
S (1.563, 5.028, 1.814)  1.13
O (-3.742, 4.650, -2.555)  -0.38
O (-0.735, -3.425, -0.575)  -0.58
O (-3.316, 3.014, -0.955)  -0.25
O (5.537, -4.200, 1.311)  -0.62
O (0.736, 0.009, 6.461)  -0.37
O (1.151, 4.675, 0.307)  -0.30
O (3.820, -3.159, -0.138)  -0.28
O (0.415, 5.297, 2.612)  -0.56
O (-0.907, -1.340, 5.193)  -0.54
O (-1.001, -3.651, 1.833)  -0.48
O (2.036, 3.513, 2.123)  -0.42
O (3.496, -3.140, 2.302)  -0.33
O (-3.499, 5.344, -0.165)  -0.58
O (0.908, -2.484, 6.370)  -0.56
O (5.200, -1.774, 1.173)  -0.37
O (-0.694, -5.699, 0.406)  -0.37
O (2.675, 5.902, 1.800)  -0.59
O (1.165, -4.254, 0.794)  -0.01
O (-1.524, 4.677, -1.480)  -0.48
O (1.467, -1.047, 4.452)  -0.15
C (0.737, 0.056, -0.743)  0.06
C (-5.121, -3.293, -0.344)  -0.46
C (-1.297, 0.353, 0.479)  0.60
C (2.398, 3.044, -5.207)  -0.35
C (0.402, -6.474, 0.905)  -0.46
C (1.906, 0.305, 4.505)  -0.11
C (-5.995, -1.054, -0.382)  -0.39
C (-4.293, -1.688, 1.216)  -0.06
C (-3.412, 2.360, -2.218)  0.23
C (-4.289, -2.988, 0.729)  -0.48
C (1.839, 3.463, -6.400)  -0.54
C (0.455, -0.997, 1.364)  -0.54
C (-0.543, 0.558, -0.667)  0.31
C (-5.176, -0.746, 0.699)  -0.60
C (-0.779, -0.402, 1.534)  -1.33
C (1.651, 2.547, -4.142)  -0.43
C (1.977, 0.565, 6.005)  -0.57
C (5.215, -1.322, -0.169)  -0.25
C (0.684, 3.328, 0.234)  0.76
C (-0.277, 2.663, -5.615)  -0.62
C (4.706, -2.462, -1.036)  -0.46
C (-5.915, -2.324, -0.932)  -0.43
C (0.297, 2.277, -4.404)  0.33
C (1.237, -0.801, 0.224)  -0.37
C (-3.756, 3.410, -3.298)  -0.05
C (1.652, -5.584, 0.770)  -0.35
C (0.471, 3.356, -6.552)  -0.38
C (0.960, 2.687, 1.612)  0.22
H (4.549, -0.459, -0.270)  0.18
H (-2.969, 3.533, -4.040)  0.08
H (-0.371, 3.278, -0.006)  -0.46
H (-3.574, -3.664, 1.177)  0.39
H (5.445, -3.172, -1.407)  0.32
H (2.819, 0.457, 3.936)  0.42
H (1.267, 2.765, -0.492)  0.18
H (-1.373, -0.535, 2.428)  0.55
H (0.167, 2.816, 2.350)  0.24
H (1.151, 0.961, 4.056)  0.08
H (0.017, 3.792, -7.434)  0.37
H (4.096, -2.079, -1.849)  0.33
H (2.293, -5.740, 1.636)  0.31
H (0.870, -1.706, 2.072)  0.74
H (2.196, -5.749, -0.160)  0.34
H (-2.477, 1.824, -2.353)  -0.19
H (-6.680, -0.305, -0.757)  0.45
H (-3.667, -1.429, 2.061)  0.42
H (2.127, 1.599, 6.284)  0.38
H (1.323, 1.664, 1.589)  -0.19
H (2.178, 2.258, -3.245)  0.37
H (-5.060, -4.289, -0.765)  0.34
H (-5.219, 0.251, 1.121)  0.43
H (-4.228, 1.643, -2.144)  0.34
H (0.448, -7.359, 0.279)  0.29
H (-2.312, 0.726, 0.542)  0.53
H (2.195, -1.294, 0.162)  -0.17
H (6.189, -0.921, -0.450)  0.35
H (-0.879, 1.113, -1.531)  -0.97
H (1.319, 0.137, -1.659)  0.45
H (2.494, 3.919, -7.130)  0.36
H (-1.353, 2.616, -5.732)  0.38
H (0.225, -6.699, 1.956)  0.30
H (-6.486, -2.619, -1.804)  0.38
H (-4.763, 3.314, -3.685)  0.29
H (-0.273, 1.742, -3.654)  0.16
H (3.476, 3.092, -5.088)  0.33
H (2.755, -0.115, 6.368)  0.33

Results
* 2S+1: 1
* electronic energy: -124773.126 eV
* orbital gap: 0.3410 Ha

***

Molecular formula: C3H10N2O2
Method: DFT, ωB97M-V/def2-TZVPD

Last column: Löwdin spin population.
CARTESIAN COORDINATES (ANGSTROEM)
O (3.277, -1.852, 1.052)  0.00
O (-0.820, 1.536, -2.612)  0.29
N (-0.040, -1.280, 1.001)  0.43
N (-1.948, 2.084, -0.760)  0.01
C (-0.992, 1.436, -1.425)  0.04
C (-0.885, -0.426, 0.224)  0.07
C (-0.004, 0.559, -0.652)  0.13
H (0.568, -0.079, -1.324)  0.00
H (-1.607, 0.039, 0.885)  0.00
H (-1.471, -1.042, -0.452)  0.01
H (0.654, 1.160, -0.034)  0.00
H (0.289, -0.796, 1.811)  0.01
H (3.201, -1.964, 2.009)  0.00
H (-2.343, 2.904, -1.188)  0.00
H (3.254, -2.772, 0.756)  0.00
H (0.764, -1.606, 0.464)  0.01
H (-1.897, 2.097, 0.244)  0.00

Results
* 2S+1: 2
* energy above the lowest of the compared OMol25 structures with the same formula, charge and spin: 27.2 kcal per mole
* electronic energy: -10339.711 eV
* net charge: +1
* orbital gap (spin up / spin down): 0.4469 / 0.1916 Ha

***

Molecular formula: C22H25BrClN6OS
Method: DFT, ωB97M-V/def2-TZVPD

Last column: Mulliken charge in e.
CARTESIAN COORDINATES (ANGSTROEM)
Br (3.385, -3.801, -1.770)  -0.06
Cl (-1.599, -2.864, -0.102)  -0.24
S (2.586, -1.416, -0.115)  -0.18
O (-1.357, 4.275, -2.168)  -0.37
N (0.773, 1.310, 0.538)  0.14
N (0.612, 2.599, -2.138)  -0.02
N (0.665, 0.807, 3.951)  -0.81
N (-0.085, -2.675, 3.915)  -0.48
N (1.108, -0.405, 2.170)  0.27
N (0.460, 1.517, 2.758)  -0.43
C (-2.062, -6.297, 2.768)  -0.79
C (0.819, -0.458, 3.633)  0.57
C (0.929, 2.977, -3.523)  -0.42
C (-0.898, -4.279, 2.137)  0.42
C (-2.629, 4.470, -1.863)  -0.98
C (1.159, -2.805, 1.573)  0.13
C (-1.183, 4.583, -3.498)  -0.86
C (1.650, 3.161, -1.032)  -0.38
C (2.522, -2.997, -0.362)  -0.20
C (0.083, -3.293, 2.622)  0.32
C (1.067, -1.843, 4.123)  -0.70
C (0.940, 0.802, 1.730)  0.61
C (-1.500, -4.242, 0.947)  0.88
C (-2.893, -6.128, 1.647)  -0.49
C (-1.296, -5.279, 3.037)  -0.54
C (-0.043, 0.867, -0.649)  0.37
C (1.489, -3.718, 0.514)  -0.56
C (1.373, 2.901, 0.388)  -1.30
C (1.455, -1.699, 1.257)  0.13
C (0.546, 4.517, -3.624)  -0.97
C (-2.621, -5.066, 0.754)  -1.12
C (0.607, 1.122, -2.048)  -1.19
H (-1.021, 1.236, -0.427)  0.29
H (-0.559, -5.339, 4.212)  0.12
H (0.842, -1.434, 5.351)  0.36
H (1.081, 5.108, -2.873)  0.41
H (-0.227, -0.318, -0.188)  -0.23
H (-0.185, 0.891, -2.692)  0.49
H (-1.197, 5.552, -3.652)  0.50
H (-3.392, 3.835, -2.538)  0.31
H (-3.475, -6.934, 1.281)  0.37
H (2.581, 2.594, -1.341)  0.35
H (2.075, 2.841, -3.633)  0.31
H (-0.272, 3.052, -1.798)  0.58
H (1.732, 4.220, -1.055)  0.38
H (-2.127, -6.992, 3.366)  0.74
H (-2.915, -4.975, -0.068)  0.85
H (0.892, 4.862, -4.559)  0.55
H (1.813, 2.930, 1.209)  0.88
H (0.461, 2.105, -4.150)  0.38
H (-1.262, 3.879, -4.151)  0.49
H (2.048, -2.142, 4.226)  0.26
H (-2.846, 4.147, -0.809)  0.30
H (1.412, 0.565, -2.120)  0.54
H (-2.968, 5.343, -2.160)  0.47
H (0.164, 3.241, 0.688)  0.24
H (1.282, -4.906, 0.313)  0.31

Results
* 2S+1: 1
* electronic energy: -127583.087 eV
* net charge: +1
* orbital gap: 0.2977 Ha

***

Molecular formula: C3H3NS
Method: DFT, ωB97M-V/def2-TZVPD

Last column: Mulliken charge in e.
CARTESIAN COORDINATES (ANGSTROEM)
S (-0.061, 0.454, -0.492)  -0.13
N (3.905, -0.913, -0.208)  -0.35
C (-1.351, -0.378, -0.024)  -0.28
C (3.310, 0.061, 0.113)  0.76
C (2.577, 1.080, 0.180)  -0.85
H (-2.273, 0.065, -0.151)  0.28
H (1.992, 1.458, 0.947)  0.33
H (-1.303, -1.232, 0.720)  0.23

Results
* 2S+1: 1
* energy above the lowest of the compared OMol25 structures with the same formula, charge and spin: 115.6 kcal per mole
* electronic energy: -15478.745 eV
* orbital gap (spin up / spin down): 0.2571 / 0.2570 Ha